Below is 3 unconnected molecules or ions with the total composition C40H86N2O4 at a distorted geometry, with properties calculated with the ωB97M-V functional and the def2-TZVPD basis.

Each atom is followed by the atoms it is bonded to, with distances in Å.
Atoms and positions in Å:
1 C -1.604 -2.771 3.760  C2 1.649, H33 1.189, H34 1.184, H35 1.182
2 C -0.431 -2.005 2.891  C1 1.649, C3 1.671, H36 1.178, H37 1.181
3 C -0.265 -2.630 1.350  C2 1.671, C4 1.664, H38 1.183, H39 1.192
4 C -0.637 -1.465 0.222  C3 1.664, C5 1.640, H40 1.186, H41 1.188
5 C 0.177 -1.845 -1.149  C4 1.640, C6 1.658, H42 1.182, H43 1.183
6 C -0.534 -1.213 -2.507  C5 1.658, C7 1.647, H44 1.178, H45 1.186
7 C 0.455 -0.174 -3.317  C6 1.647, C8 1.665, H46 1.172, H47 1.186
8 C -0.415 1.215 -3.613  C7 1.665, C9 1.649, H48 1.175, H49 1.192
9 C 0.625 2.343 -4.216  C8 1.649, C10 1.642, H50 1.194, H51 1.188
10 C 0.192 3.833 -3.681  C9 1.642, C11 1.643, H52 1.174, H53 1.194
11 C 1.095 4.361 -2.414  C10 1.643, C12 1.639, H54 1.189, H55 1.194
12 C 1.516 3.203 -1.334  C11 1.639, C13 1.639, H56 1.175, H57 1.194
13 C 0.290 2.637 -0.404  C12 1.639, C14 1.662, H58 1.171, H59 1.192
14 C -1.058 3.608 -0.402  C13 1.662, C15 1.654, H60 1.194, H61 1.170
15 C -2.106 2.909 0.670  C14 1.654, C16 1.639, H62 1.194, H63 1.170
16 C -3.094 1.778 0.012  C15 1.639, C17 1.639, H64 1.190, H65 1.189
17 C -4.131 2.334 -1.128  C16 1.639, C18 1.639, H66 1.191, H67 1.194
18 C -4.796 3.799 -0.813  C17 1.639, C19 1.639, H68 1.194, H69 1.189
19 C -5.362 3.996 0.712  C18 1.639, O20 1.471, H70 1.194, H71 1.170
20 O -6.827 3.967 0.845  C19 1.471, C21 1.498
21 C -7.144 4.323 2.265  O20 1.498, C22 1.664, H72 1.173, H73 1.177
22 C -7.648 3.007 3.149  C21 1.664, O23 1.471, H74 1.193, H75 1.194
23 O -7.043 1.738 2.716  C22 1.471, C24 1.471
24 C -5.904 1.340 3.556  O23 1.471, C25 1.665, H76 1.185, H77 1.170
25 C -5.723 -0.314 3.607  C24 1.665, C26 1.639, H78 1.193, H79 1.170
26 C -6.675 -1.116 2.540  C25 1.639, C27 1.669, H80 1.170, H81 1.193
27 C -5.947 -1.183 1.040  C26 1.669, C28 1.662, H82 1.194, H83 1.175
28 C -5.502 -2.731 0.629  C27 1.662, O29 1.354, O30 1.472
29 O -6.276 -3.814 0.878  C28 1.354
30 O -4.220 -2.896 -0.076  C28 1.472, C31 1.478
31 C -4.390 -3.557 -1.387  O30 1.478, C32 1.652, H84 1.190, H85 1.189
32 C -5.306 -2.675 -2.441  C31 1.652, H86 1.192, H87 1.190, H88 1.183
33 H -1.953 -2.078 4.661  C1 1.189
34 H -2.565 -3.026 3.115  C1 1.184
35 H -1.213 -3.779 4.237  C1 1.182
36 H 0.569 -2.091 3.507  C2 1.178
37 H -0.716 -0.861 2.822  C2 1.181
38 H 0.864 -2.976 1.268  C3 1.183
39 H -0.928 -3.610 1.206  C3 1.192
40 H -0.296 -0.409 0.640  C4 1.186
41 H -1.804 -1.387 0.015  C4 1.188
42 H 0.206 -3.018 -1.285  C5 1.182
43 H 1.296 -1.462 -1.111  C5 1.183
44 H -0.808 -2.084 -3.251  C6 1.178
45 H -1.490 -0.624 -2.126  C6 1.186
46 H 0.797 -0.589 -4.358  C7 1.172
47 H 1.448 0.092 -2.726  C7 1.186
48 H -0.980 1.551 -2.639  C8 1.175
49 H -1.265 1.033 -4.429  C8 1.192
50 H 1.764 2.082 -3.969  C9 1.194
51 H 0.557 2.317 -5.402  C9 1.188
52 H -0.969 3.881 -3.511  C10 1.174
53 H 0.413 4.585 -4.581  C10 1.194
54 H 0.599 5.322 -1.919  C11 1.189
55 H 2.117 4.760 -2.886  C11 1.194
56 H 2.049 2.268 -1.807  C12 1.175
57 H 2.312 3.677 -0.581  C12 1.194
58 H -0.051 1.542 -0.642  C13 1.171
59 H 0.681 2.619 0.722  C13 1.192
60 H -0.810 4.682 0.058  C14 1.194
61 H -1.602 3.662 -1.437  C14 1.170
62 H -1.414 2.330 1.452  C15 1.194
63 H -2.643 3.749 1.282  C15 1.170
64 H -2.414 0.925 -0.464  C16 1.190
65 H -3.761 1.288 0.866  C16 1.189
66 H -4.927 1.486 -1.387  C17 1.191
67 H -3.496 2.464 -2.130  C17 1.194
68 H -4.031 4.670 -1.097  C18 1.194
69 H -5.699 3.934 -1.575  C18 1.189
70 H -5.022 5.088 1.053  C19 1.194
71 H -4.921 3.262 1.509  C19 1.170
72 H -7.968 5.158 2.277  C21 1.173
73 H -6.215 4.754 2.847  C21 1.177
74 H -7.407 3.292 4.282  C22 1.193
75 H -8.840 2.953 3.106  C22 1.194
76 H -4.900 1.748 3.079  C24 1.185
77 H -5.938 1.726 4.660  C24 1.170
78 H -4.573 -0.553 3.397  C25 1.193
79 H -5.960 -0.631 4.708  C25 1.170
80 H -7.786 -0.753 2.490  C26 1.170
81 H -6.720 -2.247 2.918  C26 1.193
82 H -4.931 -0.565 1.146  C27 1.194
83 H -6.615 -0.663 0.226  C27 1.175
84 H -3.300 -3.620 -1.860  C31 1.190
85 H -4.782 -4.675 -1.279  C31 1.189
86 H -5.122 -1.524 -2.191  C32 1.192
87 H -4.980 -2.855 -3.571  C32 1.190
88 H -6.433 -2.987 -2.259  C32 1.183
89 C 2.627 -5.441 3.383  C90 1.526, H96 1.095, H97 1.095, H98 1.094
90 C 3.450 -4.830 2.253  C89 1.526, N91 1.465, H99 1.097, H100 1.094
91 N 4.214 -3.646 2.655  C90 1.465, C92 1.466, C94 1.465
92 C 4.755 -2.891 1.521  N91 1.466, C93 1.525, H101 1.097, H102 1.098
93 C 5.797 -3.581 0.648  C92 1.525, H103 1.091, H104 1.097, H105 1.093
94 C 5.128 -3.812 3.787  N91 1.465, C95 1.526, H106 1.096, H107 1.097
95 C 6.205 -4.886 3.676  C94 1.526, H108 1.093, H109 1.095, H110 1.092
96 H 1.971 -4.694 3.843  C89 1.095
97 H 1.995 -6.244 2.990  C89 1.095
98 H 3.261 -5.876 4.162  C89 1.094
99 H 2.744 -4.547 1.463  C90 1.097
100 H 4.098 -5.603 1.829  C90 1.094
101 H 5.168 -1.940 1.879  C92 1.097
102 H 3.914 -2.601 0.876  C92 1.098
103 H 6.765 -3.641 1.147  C93 1.091
104 H 5.948 -2.998 -0.269  C93 1.097
105 H 5.492 -4.587 0.347  C93 1.093
106 H 4.530 -4.026 4.681  C94 1.096
107 H 5.610 -2.853 4.013  C94 1.097
108 H 5.815 -5.838 3.305  C95 1.093
109 H 6.635 -5.077 4.666  C95 1.095
110 H 7.027 -4.570 3.031  C95 1.092
111 C 8.018 -0.404 -2.813  C112 1.526, H118 1.095, H119 1.095, H120 1.094
112 C 7.548 1.044 -2.933  C111 1.526, N113 1.465, H121 1.097, H122 1.094
113 N 6.126 1.176 -3.256  C112 1.465, C114 1.466, C116 1.465
114 C 5.747 2.531 -3.666  N113 1.466, C115 1.525, H123 1.097, H124 1.098
115 C 5.876 3.642 -2.630  C114 1.525, H125 1.091, H126 1.097, H127 1.093
116 C 5.186 0.511 -2.350  N113 1.465, C117 1.526, H128 1.096, H129 1.097
117 C 5.233 0.895 -0.874  C116 1.526, H130 1.093, H131 1.095, H132 1.092
118 H 7.770 -0.976 -3.714  C111 1.095
119 H 9.106 -0.432 -2.688  C111 1.095
120 H 7.577 -0.906 -1.947  C111 1.094
121 H 8.140 1.504 -3.734  C112 1.097
122 H 7.804 1.576 -2.012  C112 1.094
123 H 4.718 2.522 -4.048  C114 1.097
124 H 6.361 2.807 -4.533  C114 1.098
125 H 5.089 3.585 -1.877  C115 1.091
126 H 5.772 4.616 -3.124  C115 1.097
127 H 6.847 3.635 -2.127  C115 1.093
128 H 5.349 -0.570 -2.422  C116 1.096
129 H 4.162 0.652 -2.717  C116 1.097
130 H 6.252 0.925 -0.479  C117 1.093
131 H 4.680 0.155 -0.287  C117 1.095
132 H 4.760 1.862 -0.692  C117 1.092

The LUMO energy comes out at 0.66 eV. The value obtained for the HOMO-LUMO gap is 8.80 eV. The HOMO energy is -8.1 eV. The calculation puts the total energy at -1985.5829 Ha. Its SMILES is CCCCCCCCCCCCCCCCCCCOCCOCCCCC(=O)OCC.CCN(CC)CC.CCN(CC)CC.